1.
ORCA calculation (ωB97M-V with the def2-TZVPD basis set) on a structure of composition AgH16O8 at a distorted geometry.

XYZ file:
```
25
Properties=species:S:1:pos:R:3:forces:R:3
Ag 0.09111 -0.06312 0.04610 1.39 -0.15 0.00
O 2.38281 -0.07420 0.57496 -1.29 -1.03 -0.71
H 2.49205 -0.69276 1.29724 0.11 -0.50 0.74
H 3.14671 0.49968 0.63287 0.39 1.14 -0.13
O 0.63451 -2.32937 -0.31484 -0.43 0.70 0.14
H 1.33625 -2.94647 -0.10752 0.84 -0.22 0.31
H 0.13334 -2.75974 -1.00754 -0.41 -0.20 -0.42
O -1.91718 1.23134 0.09550 0.47 -0.09 -0.03
H -2.02683 2.08157 -0.33032 -0.02 0.60 -0.29
H -2.73324 1.09732 0.57751 -0.57 -0.24 0.26
O 0.93312 2.22833 -0.30005 -0.07 -0.75 -0.28
H 1.05655 2.89857 -0.97219 -0.01 0.44 -0.65
H 1.05356 2.69357 0.52776 -0.04 0.17 0.63
O 1.14741 -0.05821 -2.22658 0.26 0.33 1.49
H 1.16917 -0.86054 -2.74815 0.11 -1.22 -0.57
H 0.75419 0.59422 -2.80618 -0.45 0.93 -0.78
O -1.49182 -1.03354 -1.55438 0.95 0.46 0.13
H -2.08267 -1.78655 -1.54421 -0.50 -0.70 0.14
H -2.00013 -0.33519 -1.96688 -0.49 0.46 -0.36
O 0.18654 1.22366 2.12507 -0.10 -0.23 -0.41
H 0.74560 1.59824 2.80578 0.50 -0.03 0.54
H -0.60833 1.75650 2.14721 -0.55 0.21 0.14
O -1.27188 -1.39112 1.47103 0.18 0.24 -0.55
H -0.97158 -2.25432 1.75552 0.28 -0.53 0.28
H -2.15926 -1.31792 1.82236 -0.54 0.20 0.38
```
Positions in Å, forces in eV/Å.

Summary:
spin multiplicity = 3
energy above the lowest of the compared OMol25 structures with the same formula, charge and spin = 7.4 kcal per mole
net charge = +3
calculated total energy = -20602.5405 eV
LUMO (spin up / spin down) = -10.8 / -18.5 eV
HOMO energy (spin up / spin down) = -0.858 / -0.846 hartree
Kohn-Sham gap (spin up / spin down) = 12.55 / 4.53 eV

Mulliken population analysis, charges in e, atoms 1 to 8: 0.620 -0.344 0.368 0.319 -0.335 0.291 0.294 -0.327


2.
ORCA calculation (ωB97M-V with the def2-TZVPD basis set) on a structure of composition C34H31Cl3N5OS2SiW at a distorted geometry.

XYZ file:
```
78
Properties=species:S:1:pos:R:3:forces:R:3
W -0.09633 0.36612 -0.52061 0.48 -0.15 0.21
C 4.54437 -2.61048 1.62799 -0.18 0.11 -0.06
C 3.23327 -3.00338 1.36509 0.09 -0.04 0.06
C 2.28247 -2.07618 0.99409 -0.10 0.45 -0.08
C 2.63937 -0.71838 0.92659 0.85 -1.14 0.05
C 3.96867 -0.32788 1.16809 -0.38 0.05 -0.13
C 4.91067 -1.27278 1.51089 0.02 -0.19 -0.05
N 1.65577 0.26772 0.79569 0.20 2.29 1.51
N 1.95137 1.29512 1.51999 0.48 -2.29 -0.57
C 1.06767 2.30482 1.59089 -1.49 1.17 -0.18
C 1.32717 3.37962 2.45409 0.05 -0.66 -0.42
C 0.36447 4.35582 2.60979 -0.47 -0.02 -0.26
C -0.84013 4.22012 1.91899 0.39 -0.05 0.23
C -1.02773 3.13272 1.08549 -0.14 -0.30 -0.25
N -0.09503 2.18702 0.88239 0.64 0.03 0.18
H 5.27377 -3.35078 1.92029 0.07 -0.04 0.00
H 2.94837 -4.03708 1.48029 0.00 -0.13 -0.05
H 1.25737 -2.38288 0.80979 0.17 -0.02 0.15
H 4.22757 0.71712 1.07659 0.09 -0.01 0.01
H 5.93137 -0.97298 1.69189 0.07 0.03 0.00
H 2.26467 3.40452 2.98709 0.10 -0.03 0.00
H 0.52737 5.19612 3.26749 0.04 0.06 0.04
H -1.63073 4.94502 2.03689 -0.08 0.02 -0.03
H -1.97343 2.99382 0.57369 0.11 0.08 0.05
C -2.29523 -2.64678 -3.16681 -0.29 0.58 0.39
Si -2.30863 -0.79268 -2.75571 0.43 0.46 -1.21
C -0.92503 0.00332 -3.82501 -0.46 -0.07 0.38
C -3.92893 0.20052 -2.89231 0.47 -0.65 0.05
N -1.79283 -0.56198 -0.95911 0.34 0.15 -0.01
C -2.55513 -1.25188 -0.04311 0.33 -0.12 1.32
C -3.76423 -1.93048 -0.27671 0.04 -0.04 -0.08
C -4.39433 -2.61428 0.74179 -0.08 0.05 -0.35
C -3.86373 -2.64708 2.02649 0.20 0.22 -0.12
C -2.69293 -1.96358 2.30879 0.31 0.16 -0.01
C -2.06743 -1.28058 1.28429 -0.02 -0.06 -0.37
O -0.87043 -0.56188 1.44469 -0.60 -0.11 -0.72
C -0.60553 -0.16168 2.79059 0.31 0.34 0.91
C -1.36213 0.86902 3.33559 0.03 -0.27 -0.32
C -1.09183 1.27872 4.63219 -0.01 -0.04 -0.06
C -0.08733 0.66072 5.36489 0.08 -0.03 -0.02
C 0.62077 -0.39958 4.82069 -0.08 0.03 0.05
C 0.36067 -0.82748 3.52859 -0.24 -0.01 -0.53
H -2.25833 -2.75278 -4.24831 0.04 0.16 -0.22
H -3.17613 -3.18548 -2.83641 -0.19 -0.03 0.10
H -1.43213 -3.17718 -2.76911 0.13 0.11 0.08
H -1.38633 0.49722 -4.67501 -0.22 0.11 -0.20
H -0.27983 -0.77028 -4.23891 0.02 -0.13 0.04
H -0.27643 0.74362 -3.34391 -0.26 -0.30 -0.30
H -3.93483 0.79162 -3.80241 0.15 0.11 -0.18
H -4.10883 0.87122 -2.05451 0.09 0.01 0.14
H -4.78853 -0.45988 -2.96691 -0.15 -0.13 0.05
H -4.20603 -1.91478 -1.25691 -0.13 -0.04 -0.13
H -5.31373 -3.13648 0.53039 -0.11 -0.03 -0.02
H -4.36373 -3.18998 2.81039 -0.08 -0.10 0.11
H -2.27813 -1.96308 3.30389 0.03 -0.01 0.10
H -2.16833 1.30882 2.75869 0.03 0.01 0.09
H -1.68333 2.06342 5.07809 -0.04 0.10 0.03
H 0.13677 0.98982 6.36799 -0.06 0.02 0.10
H 1.35797 -0.92208 5.40879 0.12 -0.01 0.06
H 0.88367 -1.67448 3.10979 0.05 -0.01 -0.01
S 0.71627 -1.57448 -1.60831 0.56 1.57 -0.08
C 2.25367 -1.17758 -2.35831 -0.82 0.03 0.42
C 2.98167 -2.18848 -2.98101 0.30 -0.26 -0.19
C 4.14117 -1.88228 -3.66861 -0.32 -0.26 0.26
C 4.59307 -0.56368 -3.72911 -0.17 0.29 0.09
C 3.87647 0.44782 -3.12011 0.09 0.05 -0.02
C 2.69337 0.15412 -2.43941 -0.34 0.43 0.35
S 1.74617 1.46962 -1.76171 -0.96 -1.14 -0.02
H 2.61037 -3.20108 -2.93341 0.07 -0.15 -0.02
H 4.69817 -2.66818 -4.15581 0.02 -0.05 -0.04
H 5.49407 -0.32658 -4.27501 0.06 0.02 -0.01
H 4.19967 1.47512 -3.18441 0.12 0.09 -0.03
Cl -1.28963 4.14242 -4.27601 -0.49 0.00 0.72
C -2.14553 4.06902 -2.69061 -0.56 1.79 -1.16
Cl -1.71493 5.47882 -1.66291 -0.19 -0.50 -0.40
Cl -3.91363 3.92362 -2.88791 0.83 0.02 0.12
C -1.61503 2.92422 -2.03731 1.23 -2.86 1.34
N -1.13703 1.99322 -1.53871 -0.61 1.31 -0.89
```
Positions in Å, forces in eV/Å.

Summary:
spin multiplicity = 1
net charge = +3
calculated total energy = -114175.3648 eV
LUMO (spin up / spin down) = -10.7 / -10.8 eV
HOMO energy (spin up / spin down) = -0.603 / -0.601 hartree
Kohn-Sham gap (spin up / spin down) = 5.70 / 5.61 eV

Mulliken population analysis, charges in e, atoms 1 to 8: 1.247 -0.630 -1.179 -0.160 0.280 -0.457 -0.893 2.178


3.
ORCA calculation (ωB97M-V with the def2-TZVPD basis set) on a cluster of 8 separate species, C21H46Cl4N7O9 in total at a distorted geometry.

XYZ file:
```
87
Properties=species:S:1:pos:R:3:forces:R:3
C -2.88346 3.44817 -0.68888 1.46 1.27 -0.55
C -1.49999 2.82121 -0.58130 0.14 -3.21 -0.08
C -1.19655 1.79503 -1.73962 1.26 1.63 -0.02
N 0.20763 2.02809 -2.34491 0.82 -1.39 -1.93
C 0.37917 0.86297 -3.38633 -0.29 1.19 0.55
C 1.43188 1.85121 -1.41251 -0.46 1.32 0.84
C 2.14994 3.23432 -1.38467 -0.34 -0.48 0.13
C 1.86665 3.83294 -2.77268 -0.14 -0.68 0.80
C 0.40317 3.42660 -3.04658 0.45 -0.42 0.12
H -2.79588 4.24293 -1.42969 -0.25 0.44 0.08
H -3.05757 3.88506 0.29443 -0.82 -0.09 -0.24
H -3.65929 2.81365 -1.11734 0.07 -0.35 0.70
H -1.48382 2.20286 0.31619 -0.17 -0.19 0.20
H -0.60340 3.40139 -0.36311 -0.39 0.91 -0.51
H -1.84302 1.94392 -2.60449 -0.19 0.12 0.07
H -1.17132 0.73263 -1.49722 -0.10 -0.01 0.64
H -0.51121 0.74130 -4.00321 0.10 0.70 -0.23
H 0.44303 -0.09309 -2.86674 0.53 0.23 0.47
H 1.26922 1.18424 -3.92734 -0.15 -0.66 -0.29
H 2.14216 1.08276 -1.71760 -0.53 -0.05 -0.68
H 1.03785 1.49926 -0.45911 0.02 0.19 0.03
H 3.21660 3.07408 -1.22758 -0.03 0.11 0.04
H 1.78177 3.85697 -0.56929 -0.10 0.03 -0.05
H 2.57980 3.34599 -3.43781 -0.36 -0.17 -0.47
H 2.08480 4.89501 -2.88467 -0.40 0.02 0.27
H 0.26119 3.41642 -4.12724 -0.40 -0.74 0.08
H -0.36195 4.09083 -2.64469 0.31 0.03 0.30
C -0.79508 -4.82546 0.52321 -0.93 -0.81 -0.71
C 0.58018 -5.37218 0.85189 -1.21 2.08 0.86
N 1.56891 -4.90239 -0.11370 -0.08 -0.05 -2.41
C 2.79355 -5.50962 -0.19873 -0.29 0.27 2.26
C 3.56209 -4.70116 -0.91096 2.45 -0.16 -2.39
N 2.78325 -3.83304 -1.67438 -2.04 -1.40 3.98
C 1.54020 -3.94041 -1.07505 0.66 -0.02 0.26
C 3.16934 -2.76787 -2.54223 0.33 0.36 -1.09
H -0.84264 -3.75467 0.32515 0.49 0.21 0.49
H -1.45469 -5.07032 1.35571 -0.09 0.15 -0.09
H -1.22865 -5.23963 -0.38707 0.03 -0.47 -0.01
H 0.67855 -6.41263 1.16155 -0.05 -0.21 -1.10
H 0.74513 -4.86570 1.80287 0.85 0.24 0.05
H 2.97175 -6.33753 0.47149 0.49 0.16 -0.19
H 4.64129 -4.70486 -0.95231 -0.09 -0.19 -0.53
H 0.76823 -3.20995 -1.26708 -0.56 0.10 0.13
H 2.24825 -2.31968 -2.91483 0.19 0.38 0.29
H 3.69508 -3.12549 -3.42755 -0.06 -0.43 0.07
H 3.87101 -2.08021 -2.07012 -0.44 0.20 0.26
C -0.19431 -0.05716 1.83013 0.79 -0.79 -0.66
C 0.30701 -1.19529 0.92452 -0.42 -1.54 -0.24
O -0.05533 -1.23942 -0.41426 -0.46 0.82 -0.08
H 0.04703 -0.18680 2.88514 0.80 -0.02 -0.05
H -1.28092 -0.08025 1.91288 -0.07 0.73 -0.88
H 0.36116 0.76227 1.37397 -0.96 1.11 0.57
H -0.00849 -2.09244 1.45713 -0.41 -0.81 0.20
H 1.38819 -1.32910 0.95999 0.91 0.61 0.55
C -1.59021 1.11180 6.10536 0.15 0.88 -0.49
Cl -1.63328 -0.10978 7.35407 -0.54 0.10 -0.08
Cl 0.12405 1.48054 5.81351 0.01 -0.04 -0.33
Cl -2.33273 0.52347 4.54759 0.22 0.41 1.32
Cl -2.33970 2.70170 6.63303 0.12 -1.40 -0.39
C 3.80689 0.90361 1.28391 0.64 -0.78 0.43
N 3.29455 1.03840 2.64046 -0.23 -0.83 3.96
O 3.60823 0.23858 3.56541 -0.36 1.24 -2.86
O 2.60058 2.00680 2.86332 -0.34 0.26 -0.40
H 3.94125 1.93444 0.95612 0.10 -0.43 -0.38
H 3.08904 0.30032 0.72819 -0.08 0.25 -0.13
H 4.71273 0.31868 1.44329 0.16 0.27 -0.60
C -0.16700 4.18774 3.14645 1.97 -0.71 -0.21
N -1.62560 4.07425 3.26509 1.57 0.60 0.60
O -1.97977 4.95903 4.02140 -2.35 -0.59 -0.39
O -2.24462 3.19225 2.68545 -0.04 1.12 0.57
H 0.23891 4.58695 4.07595 -0.42 -0.20 0.05
H 0.11958 4.93504 2.40650 -0.43 -0.23 -0.34
H 0.31645 3.22656 2.97176 -0.28 -0.01 -0.34
C -3.54457 0.00715 0.17195 1.49 -0.36 -0.71
N -4.21182 -0.91463 1.10243 -2.38 -1.18 1.64
O -3.92875 -2.13591 1.01518 -0.50 2.77 0.24
O -5.10240 -0.44219 1.86181 2.55 -1.24 -1.87
H -3.28567 0.98494 0.57814 -0.80 -0.18 0.30
H -4.08821 0.03810 -0.77231 -0.49 0.22 0.35
H -2.59783 -0.47118 -0.07899 0.20 -0.15 0.12
C -2.67546 -2.43429 -2.21348 -0.90 0.51 -0.16
N -2.18111 -3.39844 -3.20296 2.04 0.96 -0.53
O -2.96190 -3.82759 -4.01606 0.67 -0.49 0.20
O -0.94047 -3.59721 -3.14488 -2.05 -0.43 -0.49
H -3.53507 -1.91564 -2.63796 -0.24 -0.49 -0.07
H -1.93461 -1.65389 -2.03969 0.40 -0.78 0.71
H -2.99896 -3.07535 -1.39342 0.25 0.66 0.48
```
Positions in Å, forces in eV/Å.

Summary:
spin multiplicity = 1
net charge = +1
calculated total energy = -101448.7940 eV
LUMO = -2.4 eV
HOMO energy = -0.353 hartree
Kohn-Sham gap = 7.23 eV

Mulliken population analysis, charges in e, atoms 1 to 8: -1.638 0.425 -0.569 0.423 -0.986 0.955 -0.606 -0.746


4.
ORCA calculation (ωB97M-V with the def2-TZVPD basis set) on a structure of composition C24H40AsBF6N6Na.

XYZ file:
```
79
Properties=species:S:1:pos:R:3:forces:R:3
Na -0.45915 0.34691 1.18470 -0.26 -0.13 -0.62
C -1.03096 -2.25432 -3.98362 0.02 -0.01 -0.04
C -1.29388 -2.10416 -2.52335 0.07 -0.11 -0.04
C -2.14347 -2.83449 -1.72674 -0.01 0.11 -0.05
C -2.03195 -2.26352 -0.44449 0.07 -0.03 -0.05
N -1.16326 -1.26269 -0.46749 -0.04 -0.02 0.24
N -0.70091 -1.16934 -1.74055 -0.28 0.08 0.07
B 0.33873 -0.14721 -2.15392 0.29 -0.25 -0.04
N 0.00698 1.31428 -2.01328 -0.16 -0.05 0.44
N -0.38243 1.88125 -0.82943 0.08 -0.19 0.18
C -0.67241 3.14254 -1.09864 -0.09 0.13 0.10
C -0.47981 3.41071 -2.46628 0.09 -0.18 -0.16
C -0.05493 2.22356 -3.00940 0.01 0.37 -0.34
C 0.27096 1.92968 -4.43635 0.02 0.00 -0.05
C -1.17637 4.14542 -0.08637 -0.02 -0.05 0.02
C -2.55042 4.64777 -0.54842 0.00 0.01 -0.04
C -0.19961 5.32498 -0.02660 0.03 0.01 -0.04
C -1.31174 3.53565 1.29835 -0.03 -0.02 0.06
N 1.67520 -0.51005 -1.28600 0.21 0.05 -0.39
N 1.71514 -0.54439 -0.01877 -0.23 -0.02 0.72
C 2.96916 -1.04079 0.36912 -0.08 0.02 -0.31
C 3.72947 -1.25143 -0.78456 0.24 -0.09 -0.08
C 2.92685 -0.93934 -1.83960 -0.28 0.11 0.14
C 3.15922 -0.97819 -3.29430 0.10 -0.02 -0.01
C 3.35173 -1.35295 1.77387 0.06 0.00 -0.02
C 2.22285 -1.10467 2.76002 -0.08 -0.05 0.05
C 4.57055 -0.48342 2.14009 -0.03 -0.01 0.01
C 3.76063 -2.83872 1.81728 0.00 0.02 0.03
C -2.71924 -2.69233 0.83052 -0.03 -0.02 -0.03
C -3.74448 -3.78634 0.52747 0.02 0.00 -0.03
C -3.44364 -1.50590 1.46893 0.01 0.06 0.06
C -1.67008 -3.25095 1.79681 0.04 0.01 0.09
H -1.64048 -3.06513 -4.37828 -0.01 0.01 0.01
H -1.27884 -1.34508 -4.53226 0.01 0.00 -0.01
H 0.01443 -2.49118 -4.18745 0.01 0.00 -0.02
H -2.76399 -3.65541 -2.03792 -0.03 -0.02 -0.02
H 0.65544 -0.36513 -3.27893 0.01 0.02 -0.07
H -0.63606 4.33914 -2.98717 -0.01 0.02 -0.04
H 0.12338 2.82909 -5.03162 -0.01 0.01 0.02
H 1.30705 1.61344 -4.56696 0.00 -0.02 0.01
H -0.36910 1.14673 -4.84398 0.01 -0.02 0.00
H -2.49385 5.11895 -1.53063 -0.01 0.01 -0.02
H -3.26238 3.82324 -0.60833 -0.01 -0.01 0.00
H -2.93725 5.38280 0.15910 0.00 0.01 0.02
H -0.09151 5.80070 -1.00250 0.01 0.01 -0.02
H -0.55868 6.07597 0.67872 -0.02 0.00 0.02
H 0.78721 4.99494 0.30179 0.01 -0.01 0.00
H -2.01284 2.70051 1.30276 0.00 -0.02 -0.01
H -0.35454 3.19273 1.68365 0.02 -0.01 -0.01
H -1.69629 4.27794 2.00014 0.00 0.01 -0.01
H 4.74021 -1.61645 -0.82452 0.02 -0.02 -0.07
H 4.17671 -1.30215 -3.50086 -0.01 0.01 0.00
H 2.45566 -1.65768 -3.77688 0.00 -0.01 -0.01
H 2.99711 0.00900 -3.73022 0.00 0.00 -0.02
H 1.94436 -0.05646 2.80506 -0.03 0.06 -0.02
H 1.33613 -1.69556 2.52593 0.02 0.03 -0.03
H 2.54503 -1.39259 3.76082 0.01 0.00 0.00
H 4.31923 0.57633 2.10603 0.00 0.02 -0.01
H 4.87599 -0.72692 3.15767 0.01 0.00 0.02
H 5.41500 -0.66840 1.47576 0.02 0.00 -0.02
H 2.92222 -3.48206 1.54947 -0.01 -0.01 -0.01
H 4.59608 -3.05377 1.15128 0.02 -0.01 -0.02
H 4.06468 -3.08258 2.83514 0.00 -0.01 0.01
H -4.51493 -3.42923 -0.15782 -0.01 0.01 -0.02
H -3.27104 -4.66530 0.08668 0.01 -0.02 -0.01
H -4.23403 -4.09862 1.45052 0.00 0.01 0.02
H -4.17320 -1.07515 0.78130 -0.01 -0.01 -0.02
H -3.96645 -1.82801 2.37117 -0.02 -0.01 0.00
H -2.76073 -0.71608 1.77530 0.02 0.00 0.00
H -1.17441 -4.12492 1.36897 0.00 -0.01 -0.03
H -0.91206 -2.50588 2.03691 -0.02 0.00 -0.02
H -2.14138 -3.54618 2.73591 -0.01 -0.02 0.01
F 0.20586 1.33875 2.88534 0.20 0.27 0.62
As -0.80395 0.89466 4.30390 0.09 -0.07 -0.14
F -0.70814 -0.75009 3.67633 -0.03 0.15 0.03
F 0.64455 0.63070 5.20422 -0.10 0.01 -0.06
F -1.80200 0.39110 5.59936 0.02 0.02 -0.03
F -0.85519 2.54777 4.76707 0.00 -0.10 -0.02
F -2.18176 1.12399 3.25107 0.08 -0.02 0.05
```
Positions in Å, forces in eV/Å.

Summary:
spin multiplicity = 2
energy above the lowest of the compared OMol25 structures with the same formula, charge and spin = 0.0 kcal per mole
calculated total energy = -116721.6091 eV
LUMO (spin up / spin down) = -0.1 / -3.8 eV
HOMO energy (spin up / spin down) = -0.330 / -0.330 hartree
Kohn-Sham gap (spin up / spin down) = 8.91 / 5.16 eV

Mulliken population analysis, charges in e, atoms 1 to 8: 1.073 -1.403 0.761 -1.166 -0.623 0.238 0.581 -1.524